Entry 1:
ORCA calculation (ωB97M-V with the def2-TZVPD basis set) on a gas-phase ion, C3H4N3S (charge +1).

```
11
Properties=species:S:1:pos:R:3:forces:R:3
C -0.121 -1.446 0.009 0.4 1.5 1.0
C -0.479 -0.006 0.000 0.6 0.2 0.7
C 1.837 0.303 0.079 0.9 -3.8 -0.4
N 1.096 -1.742 0.074 0.5 2.0 -0.1
N 0.601 0.827 0.080 -0.4 0.6 -0.8
N -1.714 0.438 0.114 1.3 0.4 -1.3
S 3.368 0.528 -0.010 -1.1 0.2 0.2
H -1.009 -1.976 0.272 -0.4 -1.6 -0.3
H 0.656 1.797 -0.241 -0.9 0.0 0.4
H -2.487 -0.123 -0.219 0.0 -0.3 0.3
H -1.747 1.401 -0.159 -0.9 0.8 0.4
```
Positions in Å, forces in eV/Å.

Properties
Charge: +1
Kohn-Sham gap (spin up / spin down) (eV): 7.2 / 7.2
LUMO (spin up / spin down) (eV): -6.051 / -6.051

These are the natural (NBO) partial charges, in e, on atoms 1 to 6: number 1, C, carries -0.115; number 2, C, carries 0.553; number 3, C, carries 0.115; number 4, N, carries -0.230; number 5, N, carries -0.625; number 6, N, carries -0.658

---

Entry 2:
ORCA calculation (ωB97M-V with the def2-TZVPD basis set) on a single C3H4N4 molecule.

```
11
Properties=species:S:1:pos:R:3:forces:R:3
N 1.895 -0.116 -0.684 0.1 -0.1 0.0
C 0.560 -0.059 -0.341 -0.3 -0.1 0.1
C 0.074 0.854 0.618 -0.1 0.0 0.0
N -1.171 0.787 1.026 0.1 -0.1 -0.2
C -1.928 -0.133 0.402 0.0 0.0 0.0
N -1.551 -0.892 -0.610 0.1 0.1 0.2
N -0.276 -0.869 -0.979 0.1 0.1 0.2
H 2.537 -0.046 0.094 0.0 0.1 -0.1
H 2.097 -0.906 -1.285 0.0 0.1 0.1
H 0.714 1.638 1.022 -0.1 -0.2 0.0
H -2.951 -0.258 0.740 0.1 0.1 -0.1
```
Positions in Å, forces in eV/Å.

Properties
Kohn-Sham gap (eV): 9.5
SMILES string: Nc1cncnn1
LUMO (eV): 0.134

These are the natural (NBO) partial charges, in e, on atoms 1 to 6: number 1, N, carries -0.795; number 2, C, carries 0.294; number 3, C, carries 0.008; number 4, N, carries -0.385; number 5, C, carries 0.161; number 6, N, carries -0.214

---

no.,E (eV),molecular weight (g/mol),F_max (eV/A)
1,-18471.0572,114.15,3.901
2,-9135.2181,96.09,0.284